Record 1
{"formula": "C23H32N4O3", "method": "ωB97M-V/def2-TZVPD", "symbols": ["C", "O", "C", "C", "C", "C", "C", "C", "C", "C", "O", "N", "C", "C", "C", "N", "N", "C", "C", "C", "N", "C", "O", "C", "C", "C", "C", "C", "C", "C", "H", "H", "H", "H", "H", "H", "H", "H", "H", "H", "H", "H", "H", "H", "H", "H", "H", "H", "H", "H", "H", "H", "H", "H", "H", "H", "H", "H", "H", "H", "H", "H"], "positions_angstrom": [[4.796, -1.800, 2.696], [3.885, -0.822, 3.128], [3.699, 0.286, 2.354], [2.783, 1.219, 2.839], [2.536, 2.378, 2.132], [3.187, 2.622, 0.934], [4.087, 1.694, 0.431], [4.734, 1.914, -0.907], [3.829, 1.421, -2.053], [2.529, 2.208, -2.031], [2.483, 3.330, -2.508], [1.450, 1.650, -1.439], [1.368, 0.304, -0.904], [0.258, 0.211, 0.135], [-1.117, 0.511, -0.477], [-1.989, 1.019, 0.558], [-1.700, 2.180, 1.141], [-2.660, 2.416, 2.011], [-3.601, 1.383, 2.010], [-3.127, 0.492, 1.064], [-3.707, -0.711, 0.650], [-3.085, -1.928, 0.595], [-1.895, -2.071, 0.770], [-4.008, -3.069, 0.224], [-3.884, -3.393, -1.275], [-4.406, -2.242, -2.132], [-4.644, -4.677, -1.594], [-0.982, 1.538, -1.613], [0.226, 2.432, -1.377], [4.343, 0.528, 1.147], [5.810, -1.396, 2.605], [4.787, -2.573, 3.463], [4.493, -2.240, 1.740], [2.285, 1.012, 3.773], [1.827, 3.096, 2.516], [2.993, 3.530, 0.384], [4.913, 2.980, -1.056], [5.690, 1.389, -0.960], [3.672, 0.346, -1.989], [4.321, 1.647, -3.001], [1.178, -0.414, -1.715], [2.306, 0.039, -0.416], [0.456, 0.937, 0.924], [0.245, -0.784, 0.578], [-1.566, -0.406, -0.861], [-2.647, 3.308, 2.606], [-4.485, 1.289, 2.606], [-4.717, -0.703, 0.639], [-3.694, -3.942, 0.798], [-5.046, -2.840, 0.469], [-2.822, -3.546, -1.497], [-5.459, -2.058, -1.924], [-4.308, -2.486, -3.187], [-3.850, -1.326, -1.945], [-5.702, -4.560, -1.365], [-4.256, -5.510, -1.013], [-4.548, -4.921, -2.649], [-1.882, 2.151, -1.667], [-0.868, 1.016, -2.565], [0.300, 3.206, -2.144], [0.131, 2.915, -0.399], [5.052, -0.181, 0.745]], "forces_ev_per_angstrom": [[0.15, -0.16, -0.08], [-0.21, 0.31, 0.04], [-0.12, 0.07, 0.03], [0.07, -0.18, 0.06], [0.03, -0.07, 0.07], [0.13, 0.01, -0.05], [0.09, 0.18, 0.16], [-0.08, -0.09, -0.09], [0.06, 0.21, -0.04], [0.06, -0.42, -0.16], [0.26, 0.43, -0.09], [-0.25, 0.06, -0.08], [0.10, -0.38, 0.14], [0.00, -0.14, -0.14], [0.38, -0.10, -0.40], [-0.71, -0.32, 0.31], [0.56, 0.51, 0.02], [-0.16, -0.21, -0.15], [0.01, -0.25, -0.15], [0.04, 0.29, 0.36], [-0.31, 0.32, -0.02], [-0.30, -0.30, 0.11], [0.17, -0.04, 0.02], [0.37, -0.13, -0.17], [-0.24, 0.01, -0.01], [0.28, -0.16, 0.03], [0.24, 0.16, 0.05], [0.09, 0.07, 0.19], [-0.17, 0.40, -0.28], [0.10, -0.22, 0.13], [-0.05, -0.01, -0.02], [0.04, 0.03, -0.08], [0.02, 0.03, 0.03], [-0.07, -0.02, 0.13], [-0.08, 0.06, 0.04], [-0.03, 0.13, -0.10], [0.05, -0.03, -0.02], [0.00, 0.07, 0.01], [0.02, -0.04, 0.01], [-0.12, -0.04, 0.01], [0.08, -0.04, 0.07], [-0.11, -0.04, -0.10], [-0.01, -0.03, -0.01], [0.03, 0.05, 0.04], [0.02, 0.14, 0.13], [0.04, 0.20, 0.10], [-0.17, -0.09, 0.13], [0.18, -0.07, -0.09], [-0.03, 0.07, 0.07], [-0.08, -0.02, 0.01], [-0.03, 0.01, 0.06], [-0.15, 0.05, 0.02], [-0.02, 0.02, -0.12], [-0.01, 0.12, -0.05], [-0.15, -0.01, 0.02], [0.00, -0.13, 0.05], [-0.03, -0.06, -0.11], [-0.02, -0.04, -0.05], [-0.01, -0.01, -0.04], [-0.05, -0.10, 0.18], [0.03, 0.04, -0.12], [0.08, -0.09, -0.02]], "mulliken_charge": [-0.840, -0.453, 0.675, -0.586, -0.680, -0.297, 0.007, -1.239, -0.622, 0.537, -0.707, 0.212, -0.529, -1.484, 0.757, 1.128, -1.125, -0.518, -0.883, 0.362, -0.018, 0.322, -0.597, -1.026, 0.843, -1.277, -1.646, -1.309, -0.942, -0.098, 0.339, 0.245, 0.322, 0.461, 0.385, 0.449, 0.392, 0.408, 0.335, 0.448, 0.225, 0.589, 0.269, 0.527, 0.032, 0.470, 0.429, 0.335, 0.413, 0.363, 0.250, 0.305, 0.421, 0.225, 0.359, 0.410, 0.402, 0.507, 0.346, 0.581, 0.334, 0.459], "multiplicity": 1, "lumo_ev": 0.564, "e_above_lowest_kcal_mol": 44.8, "orbital_gap_ha": 0.3244, "homo_ha": -0.304}

---

Record 2
{"formula": "C4H9N2", "method": "ωB97M-V/def2-TZVPD", "symbols": ["C", "N", "C", "C", "N", "C", "H", "H", "H", "H", "H", "H", "H", "H", "H"], "positions_angstrom": [[2.464, 0.785, 0.249], [1.418, 0.350, -0.396], [1.041, -1.042, -0.569], [-0.445, -0.947, -0.094], [-1.061, 0.150, -0.055], [-2.371, 0.599, 0.302], [2.394, 1.856, 0.479], [3.272, 0.022, 0.593], [1.645, -1.676, 0.169], [1.206, -1.366, -1.632], [-0.827, -1.912, -0.158], [-0.396, 0.856, -0.249], [-2.346, 1.116, 1.256], [-3.238, -0.143, 0.568], [-2.757, 1.353, -0.463]], "forces_ev_per_angstrom": [[-1.63, -2.58, -0.90], [2.13, 1.58, 0.81], [0.87, 1.59, 1.91], [1.80, -1.49, -2.66], [-0.41, -1.14, 0.70], [-3.75, 0.18, 0.34], [0.91, -0.45, -0.08], [-1.13, 1.73, -0.35], [-1.03, 0.24, -1.11], [-0.68, 0.03, 0.98], [-1.84, -1.39, 0.98], [1.31, 1.87, -0.32], [0.63, 0.44, 0.05], [2.12, 0.58, -1.25], [0.69, -1.21, 0.90]], "mulliken_charge": [-0.260, -0.440, -0.513, 0.060, 0.013, -0.706, 0.295, 0.238, 0.379, 0.340, 0.398, 0.239, 0.333, 0.313, 0.312], "multiplicity": 1, "lumo_ev": -4.592, "e_above_lowest_kcal_mol": 69.8, "charge": 1, "orbital_gap_ha": 0.3598, "homo_ha": -0.529}

---

Record 3
{"formula": "C43H33Cl2N6O4SSbW", "method": "ωB97M-V/def2-TZVPD", "symbols": ["W", "Cl", "C", "C", "C", "N", "C", "O", "C", "C", "C", "C", "C", "N", "C", "C", "C", "Cl", "N", "C", "O", "C", "C", "C", "C", "C", "N", "H", "H", "H", "H", "H", "H", "H", "H", "H", "H", "S", "Sb", "C", "C", "C", "C", "C", "C", "C", "C", "C", "C", "C", "C", "C", "C", "C", "C", "C", "C", "H", "H", "H", "H", "H", "H", "H", "H", "H", "H", "H", "H", "H", "H", "H", "O", "C", "N", "C", "O", "C", "C", "C", "C", "N", "C", "H", "H", "H", "H", "H", "H", "H", "H"], "positions_angstrom": [[0.163, -0.326, 0.144], [6.525, -2.786, -0.844], [4.828, -2.703, -0.629], [4.221, -1.457, -0.613], [2.847, -1.385, -0.442], [2.080, -0.201, -0.319], [2.646, 1.059, -0.652], [3.629, 1.226, -1.307], [1.888, 2.168, -0.005], [2.316, 3.474, -0.047], [1.564, 4.433, 0.625], [0.421, 4.040, 1.300], [0.050, 2.705, 1.278], [0.778, 1.784, 0.643], [2.078, -2.540, -0.277], [2.691, -3.787, -0.292], [4.065, -3.861, -0.469], [4.803, -5.408, -0.481], [0.699, -2.248, -0.086], [-0.233, -3.311, -0.075], [0.013, -4.466, -0.262], [-1.614, -2.843, 0.219], [-2.686, -3.713, 0.229], [-3.953, -3.187, 0.430], [-4.097, -1.814, 0.586], [-2.974, -1.012, 0.555], [-1.743, -1.527, 0.401], [4.827, -0.577, -0.747], [3.217, 3.715, -0.593], [1.871, 5.470, 0.622], [-0.199, 4.745, 1.837], [-0.854, 2.382, 1.769], [2.137, -4.700, -0.171], [-2.507, -4.766, 0.061], [-4.819, -3.835, 0.437], [-5.067, -1.347, 0.704], [-3.063, 0.067, 0.609], [-0.970, 0.593, -1.337], [-3.315, 2.873, -0.133], [-5.182, 1.854, 0.030], [-6.028, 1.573, -1.039], [-7.190, 0.836, -0.836], [-7.518, 0.382, 0.435], [-6.682, 0.668, 1.507], [-5.515, 1.391, 1.301], [-3.641, 4.395, 1.326], [-3.173, 4.130, 2.614], [-3.343, 5.040, 3.648], [-3.987, 6.245, 3.399], [-4.466, 6.521, 2.125], [-4.298, 5.602, 1.097], [-3.416, 3.830, -2.012], [-3.224, 5.193, -2.206], [-3.196, 5.723, -3.490], [-3.350, 4.896, -4.592], [-3.518, 3.530, -4.412], [-3.541, 3.000, -3.130], [-5.808, 1.948, -2.030], [-7.849, 0.632, -1.669], [-8.433, -0.174, 0.592], [-6.946, 0.349, 2.508], [-4.890, 1.620, 2.160], [-2.678, 3.188, 2.838], [-2.962, 4.810, 4.636], [-4.121, 6.965, 4.195], [-4.981, 7.452, 1.931], [-4.709, 5.826, 0.121], [-3.093, 5.860, -1.362], [-3.056, 6.787, -3.627], [-3.333, 5.314, -5.590], [-3.628, 2.877, -5.268], [-3.660, 1.927, -3.013], [-5.193, 1.930, 4.428], [-4.627, 1.270, 5.530], [-3.430, 0.546, 5.131], [-2.256, 1.191, 4.990], [-2.061, 2.349, 5.294], [-1.127, 0.408, 4.361], [-0.004, 0.013, 5.079], [1.056, -0.573, 4.405], [0.998, -0.686, 3.031], [-0.082, -0.290, 2.333], [-1.137, 0.221, 2.993], [-5.056, 2.880, 4.508], [-5.340, 0.544, 5.914], [-4.351, 1.966, 6.319], [-3.504, -0.418, 4.851], [0.041, 0.169, 6.149], [1.937, -0.913, 4.930], [1.825, -1.106, 2.468], [-1.993, 0.530, 2.401]], "forces_ev_per_angstrom": [[-0.32, 0.19, 0.70], [0.00, 0.01, 0.00], [0.02, 0.02, 0.00], [-0.04, -0.04, -0.04], [0.04, -0.06, 0.13], [0.02, -0.08, -0.12], [0.04, 0.00, 0.04], [0.00, 0.02, -0.03], [-0.02, 0.03, 0.05], [-0.03, 0.00, 0.01], [0.01, 0.00, -0.01], [0.00, -0.01, 0.00], [0.01, 0.03, 0.03], [0.07, -0.18, 0.00], [0.07, 0.08, -0.01], [0.02, 0.00, -0.01], [0.00, -0.02, 0.00], [-0.01, 0.00, 0.00], [0.13, -0.18, -0.02], [-0.04, -0.02, 0.00], [0.01, 0.02, -0.01], [-0.08, 0.00, 0.04], [0.01, 0.06, 0.01], [0.02, -0.02, 0.00], [-0.04, 0.00, -0.02], [0.03, -0.01, 0.01], [0.20, 0.04, -0.05], [0.00, 0.01, 0.01], [0.00, -0.01, 0.00], [0.00, 0.00, 0.00], [0.00, 0.00, 0.00], [0.00, -0.01, 0.00], [0.00, 0.02, 0.00], [0.01, 0.00, 0.00], [0.00, 0.00, 0.00], [0.01, 0.00, 0.00], [0.00, -0.05, 0.03], [-0.14, 0.10, -0.76], [0.05, 0.09, 0.33], [-0.10, 0.02, -0.12], [-0.01, 0.01, -0.02], [0.01, -0.01, 0.02], [0.01, 0.01, 0.00], [-0.04, -0.01, 0.00], [0.07, 0.01, 0.05], [-0.01, 0.09, 0.06], [0.06, -0.09, -0.08], [-0.02, 0.05, -0.01], [-0.01, -0.01, -0.01], [0.01, -0.01, 0.03], [-0.11, -0.06, -0.10], [-0.02, -0.08, -0.16], [0.01, 0.08, 0.06], [-0.01, 0.00, -0.01], [0.00, -0.01, 0.02], [0.01, 0.03, 0.01], [-0.01, -0.01, -0.01], [0.01, 0.00, -0.01], [0.01, 0.01, 0.00], [0.00, 0.00, -0.01], [0.01, 0.02, 0.00], [-0.03, -0.01, -0.04], [0.03, 0.02, -0.01], [0.01, -0.02, 0.00], [0.01, 0.00, 0.00], [0.00, 0.00, 0.00], [0.00, 0.00, 0.02], [0.01, -0.02, -0.01], [0.00, 0.00, 0.00], [0.00, -0.01, 0.00], [0.00, 0.00, 0.01], [-0.01, 0.00, 0.01], [-0.08, 0.01, 0.10], [-0.01, 0.04, 0.02], [0.06, -0.05, -0.01], [0.00, -0.08, 0.03], [0.03, 0.08, -0.02], [-0.01, 0.00, -0.12], [-0.03, 0.01, 0.02], [0.09, 0.04, 0.02], [-0.06, -0.06, -0.01], [0.00, 0.00, -0.06], [0.05, 0.01, 0.04], [0.06, 0.02, -0.04], [0.01, -0.02, -0.01], [-0.01, -0.02, 0.02], [-0.02, 0.00, 0.01], [-0.01, 0.00, 0.00], [0.00, 0.00, 0.00], [-0.01, 0.00, -0.01], [0.02, -0.01, 0.01]], "mulliken_charge": [1.348, -0.151, 0.078, -1.007, 0.311, 0.376, -0.223, -0.542, 0.626, -0.682, -0.609, -1.006, -0.503, -0.048, 0.621, -0.962, -0.029, -0.153, 0.603, 0.188, -0.606, 0.333, -0.674, -0.624, -1.085, 0.485, 0.137, 0.626, 0.581, 0.506, 0.603, 0.955, 0.689, 0.570, 0.513, 0.297, 0.261, -0.090, 0.912, 0.648, -0.740, -0.657, -0.664, -0.638, -0.328, 0.279, 0.322, -1.237, -0.497, -0.779, -0.371, 0.781, -0.461, -0.676, -0.509, -0.796, -0.640, 0.546, 0.451, 0.428, 0.452, 0.239, -0.018, 0.559, 0.432, 0.438, 0.607, 0.436, 0.419, 0.409, 0.416, 0.398, -0.427, -0.635, -0.016, 0.100, -0.562, 0.152, -0.259, -0.987, -0.269, -0.361, -0.004, 0.259, 0.352, 0.320, 0.300, 0.588, 0.469, 0.470, 0.636], "multiplicity": 1, "lumo_ev": [-7.591, -7.590], "charge": 2, "orbital_gap_ha": [0.1862, 0.1863], "homo_ha": [-0.465, -0.465]}

---

Record 4
{"formula": "C4H14N", "method": "ωB97M-V/def2-TZVPD", "symbols": ["C", "C", "H", "H", "H", "H", "H", "H", "C", "C", "N", "H", "H", "H", "H", "H", "H", "H", "H"], "positions_angstrom": [[1.011, 0.186, 3.295], [0.787, -0.353, 1.879], [0.646, 1.210, 3.358], [2.067, 0.142, 3.542], [0.468, -0.422, 4.015], [1.162, 0.353, 1.127], [1.257, -1.327, 1.732], [-0.290, -0.497, 1.731], [0.104, 0.258, -2.890], [-1.170, -0.110, -2.179], [-0.970, 0.010, -0.668], [-0.087, 0.213, -3.963], [0.398, 1.286, -2.664], [0.909, -0.439, -2.655], [-2.018, 0.497, -2.483], [-1.485, -1.147, -2.308], [-0.376, -0.731, -0.299], [-1.850, -0.042, -0.152], [-0.563, 0.913, -0.418]], "forces_ev_per_angstrom": [[-0.07, -0.22, -0.39], [-0.21, 0.04, 0.19], [0.12, 0.02, 0.16], [0.06, 0.19, 0.10], [0.02, 0.01, 0.07], [0.10, -0.15, 0.08], [0.09, 0.08, -0.04], [-0.02, 0.02, 0.03], [-0.14, -0.07, -0.28], [-0.24, -0.51, 0.44], [-0.66, 0.40, -0.36], [0.12, -0.04, 0.07], [0.08, -0.08, 0.04], [0.07, 0.12, -0.01], [0.07, 0.27, 0.29], [0.23, 0.05, -0.24], [0.23, 0.09, -0.04], [-0.07, -0.12, -0.12], [0.23, -0.09, -0.01]], "mulliken_charge": [-1.057, -0.672, 0.317, 0.314, 0.309, 0.257, 0.343, 0.205, -1.088, -0.431, -0.401, 0.335, 0.367, 0.356, 0.346, 0.369, 0.411, 0.352, 0.368], "multiplicity": 1, "lumo_ev": -3.591, "e_above_lowest_kcal_mol": 7.5, "charge": 1, "orbital_gap_ha": 0.4427, "homo_ha": -0.575}

---

Short version: strongest force on any atom = 0.016, 0.073, 0.015, 0.017 hartree/bohr, in the order given.